C42H25BrF9N5O7S2SbSe4Tl as an isolated structure at a distorted geometry, computed with wB97M-V/def2-TZVPD.

## Properties
- Kohn-Sham gap (eV) = 5.56
- LUMO (eV) = 3.18
- calculated total energy (eV) = -454533.354
- net charge = -2

Geometry as XYZ:
```
97
C42H25BrF9N5O7S2SbSe4Tl, DFT wB97M-V/def2-TZVPD
Tl -0.411 0.363 0.952
Br 3.572 2.948 7.202
C 3.248 2.243 5.477
C 3.945 1.121 5.060
C 3.718 0.623 3.789
C 2.805 1.245 2.963
O 2.518 0.769 1.681
C 2.094 2.362 3.375
C 1.014 2.956 2.538
N -0.080 3.187 3.130
C -1.248 3.751 2.580
C -2.120 4.259 3.513
C -3.319 4.888 3.129
C -3.648 4.989 1.810
C -2.817 4.414 0.823
C -3.176 4.382 -0.542
C -2.374 3.744 -1.439
C -1.199 3.124 -0.971
N -0.823 3.147 0.286
C -1.606 3.782 1.196
C 2.332 2.867 4.651
H 4.633 0.626 5.730
H 4.225 -0.271 3.449
H 1.218 3.173 1.491
H -1.857 4.157 4.559
H -3.981 5.278 3.892
H -4.568 5.468 1.492
H -4.113 4.836 -0.844
H -2.642 3.664 -2.483
H -0.547 2.583 -1.652
H 1.779 3.732 4.989
F -5.042 0.842 -1.484
C -5.610 1.071 -0.295
F -6.713 0.326 -0.202
F -6.006 2.363 -0.296
S -4.452 0.792 1.137
O -3.262 1.452 0.661
O -5.201 1.391 2.199
N -4.380 -0.781 1.216
S -3.815 -1.654 -0.004
O -2.695 -1.048 -0.679
O -4.879 -2.194 -0.803
C -3.171 -3.083 0.989
F -4.032 -3.347 1.981
F -1.998 -2.787 1.528
F -3.072 -4.175 0.241
F 4.982 -7.488 0.686
C 3.648 -7.260 0.548
F 3.048 -8.068 1.445
F 3.325 -7.724 -0.675
C 3.309 -5.819 0.739
C 3.160 -5.316 2.025
C 2.944 -3.964 2.217
C 2.885 -3.105 1.117
C 2.979 -3.627 -0.174
C 3.196 -4.981 -0.362
C 2.753 -1.692 1.315
C 2.675 -0.507 1.457
H 3.204 -5.986 2.874
H 2.815 -3.558 3.212
H 2.881 -2.965 -1.022
H 3.273 -5.386 -1.362
Se -0.764 2.298 6.725
Sb -0.730 0.596 5.009
Se 0.872 -1.104 5.631
Se -3.212 -0.778 5.426
Se -2.719 0.087 3.373
O -0.520 -3.435 -1.410
C -0.157 -2.333 -1.763
N -0.193 -1.902 -3.090
C 0.488 -0.638 -3.249
C 0.654 -0.275 -1.741
O 1.029 0.844 -1.366
N 0.341 -1.311 -0.966
C -0.354 0.442 -3.905
C 0.248 1.549 -4.497
C -0.526 2.562 -5.049
C -1.912 2.481 -5.008
C -2.516 1.400 -4.380
C -1.743 0.388 -3.827
C 1.840 -0.858 -3.919
C 3.025 -0.871 -3.191
C 4.227 -1.205 -3.805
C 4.259 -1.524 -5.154
C 3.081 -1.496 -5.892
C 1.882 -1.167 -5.278
H -0.281 -2.567 -3.838
H 1.328 1.621 -4.514
H -0.041 3.413 -5.512
H -2.516 3.264 -5.452
H -3.596 1.342 -4.311
H -2.215 -0.439 -3.309
H 3.007 -0.611 -2.138
H 5.141 -1.223 -3.222
H 5.193 -1.797 -5.630
H 3.096 -1.740 -6.948
H 0.966 -1.147 -5.858
```

=====

C42H28Cl4O3P2Pd as an isolated structure, computed with wB97M-V/def2-TZVPD.

## Properties
- Kohn-Sham gap (eV) = 5.65
- LUMO (eV) = -7.77
- ΔE to the lowest compared entry with this formula, charge and spin (eV) = 0.000
- calculated total energy (eV) = -122284.502
- net charge = +2

Geometry as XYZ:
```
80
C42H28Cl4O3P2Pd, DFT wB97M-V/def2-TZVPD
Pd 0.034 -0.061 -0.138
O -1.854 -0.940 -0.453
C -2.914 -0.001 -0.429
C -4.151 -0.276 0.105
C -5.115 0.732 0.084
C -4.838 1.974 -0.457
C -3.575 2.232 -0.974
C -2.597 1.246 -0.967
P -0.893 1.535 -1.522
C -0.525 3.274 -1.314
C -0.306 3.761 -0.022
C -0.055 5.108 0.170
C -0.015 5.969 -0.921
C -0.228 5.487 -2.205
C -0.483 4.138 -2.408
C -0.768 1.078 -3.254
C 0.487 1.132 -3.867
C 0.624 0.746 -5.188
C -0.483 0.296 -5.899
C -1.728 0.234 -5.290
C -1.875 0.624 -3.966
C -2.024 -2.285 -0.055
C -3.015 -3.054 -0.629
C -3.117 -4.387 -0.251
C -2.230 -4.931 0.669
C -1.219 -4.148 1.201
C -1.103 -2.805 0.845
P 0.284 -1.770 1.400
C -0.096 -1.171 3.050
C 0.890 -0.480 3.760
C 0.597 0.057 5.001
C -0.678 -0.085 5.537
C -1.661 -0.764 4.831
C -1.375 -1.305 3.586
C 1.750 -2.799 1.469
C 2.446 -3.038 0.282
C 3.550 -3.874 0.289
C 3.962 -4.467 1.475
C 3.270 -4.233 2.656
C 2.162 -3.399 2.659
H -4.379 -1.235 0.545
H -6.089 0.532 0.510
H -5.594 2.747 -0.462
H -3.338 3.211 -1.375
H -0.339 3.090 0.829
H 0.107 5.489 1.170
H 0.183 7.022 -0.769
H -0.203 6.161 -3.050
H -0.656 3.765 -3.410
H 1.352 1.484 -3.316
H 1.593 0.797 -5.667
H -0.372 -0.006 -6.932
H -2.588 -0.111 -5.847
H -2.851 0.587 -3.499
H -3.685 -2.629 -1.364
H -3.886 -5.006 -0.694
H -2.311 -5.972 0.950
H -0.499 -4.581 1.885
H 1.888 -0.375 3.350
H 1.363 0.582 5.556
H -0.902 0.331 6.510
H -2.650 -0.880 5.253
H -2.142 -1.844 3.044
H 2.121 -2.579 -0.644
H 4.087 -4.066 -0.631
H 4.825 -5.120 1.479
H 3.591 -4.702 3.576
H 1.624 -3.219 3.581
Cl 6.921 1.575 -0.942
C 5.310 1.445 -0.449
C 4.876 2.252 0.724
Cl 6.025 3.238 1.468
C 3.608 2.214 1.201
Cl 3.080 3.118 2.547
C 2.642 1.366 0.547
O 1.479 1.256 0.906
C 3.079 0.538 -0.672
O 2.226 -0.148 -1.193
C 4.459 0.631 -1.113
Cl 4.910 -0.308 -2.458
```

=====

C42H28ClCrN7O8S2Se as an isolated structure at a distorted geometry, computed with wB97M-V/def2-TZVPD.

## Properties
- Kohn-Sham gap (spin up / spin down) (eV) = 5.55 / 5.58
- LUMO (spin up / spin down) (eV) = 0.85 / 0.78
- multiplicity = 4
- calculated total energy (eV) = -198777.133
- net charge = -1

Geometry as XYZ:
```
90
C42H28ClCrN7O8S2Se, DFT wB97M-V/def2-TZVPD
Cr -0.314 0.345 0.303
S -5.156 3.249 0.525
C -6.751 3.815 0.313
C -7.610 2.809 -0.008
C -6.964 1.548 -0.075
C -5.626 1.615 0.194
C -4.629 0.534 0.196
C -3.262 0.876 0.232
N -2.292 -0.001 0.173
C -2.623 -1.314 0.156
C -3.939 -1.767 0.155
C -4.151 -3.189 0.167
C -3.118 -4.062 0.166
C -1.754 -3.611 0.151
C -0.624 -4.445 0.142
C 0.640 -3.894 0.106
C 0.749 -2.486 0.115
N -0.295 -1.698 0.170
C -1.531 -2.238 0.157
C 1.855 -4.721 0.093
C 1.958 -6.082 0.010
C 3.298 -6.544 0.048
C 4.190 -5.524 0.163
S 3.423 -4.002 0.218
C -4.960 -0.802 0.153
H -6.955 4.868 0.428
H -8.666 2.960 -0.190
H -7.474 0.629 -0.334
H -2.962 1.910 0.290
H -5.171 -3.554 0.177
H -3.308 -5.129 0.174
H -0.755 -5.520 0.162
H 1.710 -1.978 0.062
H 1.105 -6.741 -0.082
H 3.580 -7.587 -0.005
H 5.267 -5.576 0.207
H -5.997 -1.117 0.133
O -0.617 0.063 2.287
N 0.365 0.279 3.091
N 1.423 0.567 2.479
O 1.488 0.533 1.165
C 2.551 1.075 3.201
C 2.493 1.217 4.584
C 3.553 1.815 5.240
C 4.656 2.271 4.528
C 4.705 2.097 3.153
C 3.650 1.498 2.479
H 1.617 0.880 5.118
H 3.509 1.947 6.315
H 5.468 2.767 5.047
H 5.559 2.446 2.586
H 3.677 1.384 1.402
O 3.224 1.732 -2.883
Cl 3.091 1.450 -1.479
O 4.324 1.791 -0.789
O 2.006 2.246 -0.923
O 2.830 0.035 -1.292
O 0.473 3.092 2.301
C -0.034 3.308 1.220
N -0.162 4.578 0.682
C -0.703 4.532 -0.659
C -1.106 3.044 -0.732
O -1.800 2.585 -1.618
N -0.661 2.383 0.385
C 0.322 4.920 -1.730
C 0.488 4.182 -2.895
C 1.410 4.584 -3.850
C 2.157 5.736 -3.661
C 1.989 6.483 -2.502
C 1.075 6.076 -1.542
C -1.962 5.390 -0.814
C -2.655 5.388 -2.025
C -3.790 6.168 -2.184
C -4.240 6.976 -1.145
C -3.562 6.972 0.065
C -2.433 6.174 0.233
H 0.537 5.256 0.933
H -0.086 3.277 -3.046
H 1.548 3.979 -4.738
H 2.883 6.047 -4.404
H 2.568 7.386 -2.343
H 0.949 6.672 -0.643
H -2.305 4.760 -2.834
H -4.322 6.153 -3.128
H -5.115 7.602 -1.276
H -3.904 7.591 0.887
H -1.921 6.151 1.186
Se 0.216 0.392 -4.461
C 0.029 0.366 -2.724
N -0.146 0.333 -1.568
```

=====

C42H28ClF12N3O12PReS2 as an isolated structure at a distorted geometry, computed with wB97M-V/def2-TZVPD.

## Properties
- Kohn-Sham gap (spin up / spin down) (eV) = 7.10 / 5.62
- LUMO (spin up / spin down) (eV) = -4.27 / -5.75
- ΔE to the lowest compared entry with this formula, charge and spin (eV) = 1.355
- multiplicity = 4
- calculated total energy (eV) = -151264.567
- net charge = +1

Geometry as XYZ:
```
102
C42H28ClF12N3O12PReS2, DFT wB97M-V/def2-TZVPD
Re -0.708 -0.164 0.181
O 4.813 2.696 -1.156
C 5.265 1.543 -0.751
O 6.424 1.218 -0.857
C 4.297 0.582 -0.135
C 4.688 -0.632 0.434
Cl 6.285 -1.165 0.565
N 3.562 -1.266 0.872
N 2.490 -0.524 0.608
C 2.885 0.588 0.016
C 1.894 1.644 -0.334
O 2.270 2.751 -0.709
O 0.662 1.352 -0.236
C 3.386 -2.487 1.557
C 2.087 -2.830 1.942
C 1.863 -3.995 2.650
C 2.917 -4.836 2.976
C 4.201 -4.503 2.578
C 4.442 -3.339 1.871
H 3.832 2.845 -1.002
H 1.269 -2.168 1.709
H 0.862 -4.236 2.972
H 2.742 -5.739 3.539
H 5.030 -5.148 2.826
H 5.449 -3.102 1.578
O 0.498 -1.652 -0.622
C 0.783 -1.891 -1.809
C 0.183 -1.329 -2.974
C 0.585 -1.812 -4.232
C 0.016 -1.320 -5.382
C -0.956 -0.308 -5.327
C -1.376 0.173 -4.118
C -0.843 -0.320 -2.895
O -1.313 0.144 -1.785
N 0.426 -1.859 -6.672
O 1.284 -2.707 -6.659
O -0.133 -1.420 -7.646
H 1.572 -2.636 -1.981
H 1.338 -2.585 -4.300
H -1.357 0.069 -6.257
H -2.124 0.948 -4.056
F -7.688 -0.148 -3.575
C -7.603 0.283 -2.306
F -7.657 1.618 -2.346
F -8.708 -0.136 -1.680
C -6.347 -0.229 -1.641
C -5.398 0.659 -1.155
C -4.245 0.163 -0.574
C -4.040 -1.210 -0.479
C -5.007 -2.095 -0.952
C -6.159 -1.602 -1.539
P -2.513 -1.775 0.342
C -1.916 -3.250 -0.544
C -1.046 -4.114 0.122
C -0.324 -5.060 -0.579
C -0.459 -5.132 -1.961
C -1.355 -4.310 -2.631
C -2.077 -3.364 -1.924
C 0.410 -6.096 -2.731
F 0.021 -7.365 -2.588
F 0.426 -5.826 -4.040
F 1.684 -6.028 -2.306
C -3.097 -2.306 1.979
C -3.607 -3.586 2.193
C -4.107 -3.924 3.437
C -4.099 -2.983 4.461
C -3.593 -1.707 4.254
C -3.100 -1.368 3.006
C -4.613 -3.393 5.819
F -5.769 -4.065 5.737
F -3.741 -4.210 6.435
F -4.818 -2.357 6.633
H -5.570 1.722 -1.231
H -3.488 0.833 -0.197
H -4.861 -3.162 -0.870
H -6.915 -2.276 -1.915
H -0.920 -4.022 1.189
H 0.359 -5.720 -0.066
H -1.479 -4.400 -3.700
H -2.758 -2.709 -2.449
H -3.605 -4.315 1.395
H -4.507 -4.912 3.615
H -3.583 -0.984 5.055
H -2.692 -0.382 2.842
F 2.396 -0.342 3.781
C 1.174 -0.189 4.288
F 1.270 0.495 5.417
F 0.679 -1.396 4.556
S 0.041 0.641 3.053
O -1.149 0.982 3.761
O 0.782 1.728 2.478
O -0.146 -0.518 2.139
C -1.748 3.715 2.233
S -0.809 2.820 0.960
C -1.548 3.647 -0.491
O -1.591 1.501 0.999
H -2.809 3.632 2.028
H -1.424 4.748 2.240
H -1.513 3.244 3.181
H -1.141 4.652 -0.533
H -2.629 3.672 -0.416
H -1.232 3.092 -1.367
```

=====

C42H28F15FeGeN4O2S4 as an isolated structure, computed with wB97M-V/def2-TZVPD.

## Properties
- Kohn-Sham gap (spin up / spin down) (eV) = 8.03 / 6.55
- LUMO (spin up / spin down) (eV) = -5.56 / -7.03
- ΔE to the lowest compared entry with this formula, charge and spin (eV) = 0.000
- multiplicity = 6
- calculated total energy (eV) = -229054.288
- net charge = +2

Geometry as XYZ:
```
97
C42H28F15FeGeN4O2S4, DFT wB97M-V/def2-TZVPD
Fe 0.008 -0.262 -0.238
C 2.794 1.400 3.157
C 1.715 0.989 2.210
N 1.645 -0.096 1.549
N 2.502 -1.141 1.761
C 1.904 -2.371 1.733
N 2.645 -3.397 2.135
S 0.320 -2.566 1.195
C 0.479 1.814 2.087
C 0.316 2.984 2.805
C -0.929 3.599 2.822
C -1.961 3.028 2.106
C -1.700 1.879 1.376
N -0.515 1.272 1.366
H 3.642 0.719 3.158
H 3.168 2.387 2.885
H 2.405 1.460 4.174
H 3.357 -0.997 2.282
H 3.559 -3.286 2.543
H 2.228 -4.315 2.146
H 1.141 3.406 3.361
H -1.086 4.500 3.398
H -2.953 3.457 2.103
H -2.481 1.411 0.789
O 1.823 -0.041 -1.130
S 2.956 -0.347 -2.110
C 2.425 0.148 -3.799
C 0.969 0.585 -3.857
C 0.799 2.084 -3.655
C -0.669 2.485 -3.714
S -1.492 2.295 -2.101
O -0.591 1.389 -1.273
C -1.204 3.918 -1.446
C -2.255 4.822 -1.504
C -2.052 6.115 -1.040
C -0.817 6.479 -0.521
C 0.219 5.554 -0.453
C 0.031 4.261 -0.912
C 3.029 -2.114 -2.332
C 3.956 -2.609 -3.244
C 4.029 -3.976 -3.448
C 3.198 -4.834 -2.736
C 2.301 -4.326 -1.810
C 2.212 -2.955 -1.601
H 2.617 -0.714 -4.435
H 3.103 0.954 -4.081
H 0.393 0.036 -3.112
H 0.565 0.303 -4.832
H 1.342 2.623 -4.435
H 1.230 2.390 -2.701
H -1.228 1.872 -4.422
H -0.816 3.533 -3.972
H -3.218 4.524 -1.901
H -2.858 6.834 -1.084
H -0.660 7.489 -0.167
H 1.176 5.844 -0.039
H 0.822 3.525 -0.842
H 4.621 -1.945 -3.783
H 4.740 -4.372 -4.161
H 3.257 -5.901 -2.904
H 1.663 -4.995 -1.245
H 1.491 -2.557 -0.903
F 0.699 -2.166 -4.067
C -0.214 -2.080 -5.054
C -1.532 -2.409 -4.809
C -2.391 -2.368 -5.899
F -3.682 -2.676 -5.755
C -1.967 -2.006 -7.166
F -2.813 -1.982 -8.183
C -0.639 -1.657 -7.364
F -0.218 -1.298 -8.563
C 0.244 -1.694 -6.299
F 1.526 -1.366 -6.475
Ge -2.150 -2.945 -3.036
S -1.137 -1.541 -1.611
C -1.755 -4.826 -2.808
C -1.917 -5.705 -3.869
F -2.363 -5.261 -5.050
C -1.649 -7.058 -3.759
F -1.822 -7.868 -4.792
C -1.189 -7.562 -2.553
F -0.909 -8.847 -2.436
C -1.023 -6.714 -1.470
F -0.575 -7.187 -0.312
C -1.322 -5.372 -1.612
F -1.171 -4.592 -0.529
C -4.012 -2.506 -2.775
C -4.454 -1.233 -3.101
F -3.587 -0.330 -3.591
C -5.769 -0.846 -2.952
F -6.162 0.383 -3.269
C -6.686 -1.763 -2.458
F -7.950 -1.411 -2.307
C -6.280 -3.043 -2.116
F -7.159 -3.909 -1.636
C -4.950 -3.394 -2.274
F -4.591 -4.631 -1.919
```